No. 1
Below is a structure of composition C36H85CrF2NO21S2, with properties calculated with wB97M-V/def2-TZVPD.

HOMO (spin up / spin down): -8.18 / -9.58 eV
Multiplicity: 5
Kohn-Sham gap (spin up / spin down): 8.65 / 10.05 eV
Charge: 0

CARTESIAN COORDINATES (ANGSTROEM)
Cr (-0.14789, -1.18418, 1.73209)
S (-1.77557, -4.15757, 2.63527)
S (-2.44043, -1.65269, 3.68089)
F (-0.71475, -4.63714, 3.66845)
F (-1.85925, -2.20264, 5.10860)
O (1.91796, -0.48963, -4.98380)
O (-1.37717, -0.45939, 0.20511)
O (-3.01801, -4.76226, 3.10940)
O (-1.74759, -0.44430, 3.37662)
O (-2.59894, 2.48284, 1.37689)
O (0.92845, -3.01649, 0.93532)
O (-3.78858, -1.92642, 3.88719)
O (-0.66885, 1.19613, -1.08897)
O (-2.83956, 0.80805, -2.25989)
O (3.43785, 0.94141, 0.12666)
O (-3.36548, -3.57112, -2.62157)
O (1.51256, -1.17467, 2.92882)
O (-5.20712, -3.34486, -0.43986)
O (-1.92282, 4.04791, -1.27713)
O (5.03994, -1.57886, -1.03904)
O (-1.61091, 3.32198, 6.58088)
O (-1.38259, -4.55944, 1.31579)
O (0.60584, 0.42051, 0.45257)
O (-1.14067, 4.47205, -4.29578)
O (1.86220, 1.25762, 3.63241)
O (4.72127, 0.43353, 2.63685)
N (-1.64878, -2.61603, 2.71028)
C (-3.77297, 1.61769, 1.36411)
C (0.98272, 2.32508, 3.12116)
C (0.20739, 4.90915, -4.19930)
C (-1.99192, -3.72265, -2.31824)
C (2.54303, -2.69726, -5.12898)
C (-5.13627, 0.98104, -2.92243)
C (2.20068, -3.01267, 0.12671)
C (-4.01810, 3.35214, 6.47667)
C (1.03458, 3.63788, -4.24821)
C (-2.73475, 3.70562, 7.39698)
C (-5.05307, -4.54765, 0.29959)
C (-2.05640, 2.19347, 5.76483)
C (-2.90964, -5.86641, -2.78591)
C (-3.45967, 2.55105, 5.30359)
C (-4.65016, -0.50478, -3.10482)
C (-1.99148, -5.14556, -1.80555)
C (2.98873, -1.30264, -5.54222)
C (7.23667, -2.01735, -1.61575)
C (6.10548, -2.47210, -0.79810)
C (-0.49463, 0.35467, -0.14961)
C (5.55294, -0.41692, -1.58251)
C (-1.28112, 5.02372, -0.46692)
C (-3.39257, -0.48967, -2.21362)
C (0.14162, 2.66767, -5.01880)
C (-3.85430, 1.76953, -2.69809)
C (-3.93063, -4.79995, -3.08752)
C (1.38135, 3.58551, 3.78832)
C (3.61252, 2.27656, 0.05648)
C (2.51739, 1.76711, 4.84012)
C (1.51698, -1.02687, -3.72010)
C (6.74929, -0.85264, -2.41153)
C (5.93620, 1.10210, 2.51544)
C (2.04754, -2.49367, -3.67890)
C (-1.11639, 3.52740, -5.29833)
C (1.72680, -1.92406, 4.12144)
C (1.86824, 3.17426, 5.13151)
H (3.01970, 2.70518, -0.74024)
H (-1.68128, 5.99994, -0.70377)
H (-1.70969, -2.97848, -1.59662)
H (-4.47793, 1.80276, 0.54789)
H (-5.69967, 1.31943, -3.77013)
H (7.40332, -0.04715, -2.53912)
H (-3.51707, 2.22325, -3.66577)
H (7.47599, -2.84458, -2.23364)
H (3.31939, -3.50045, -5.28284)
H (6.42019, -2.45728, 0.18307)
H (6.84992, 0.56405, 2.69482)
H (2.78437, -3.84012, 0.46207)
H (6.07845, 1.53322, 1.50728)
H (-5.38594, -5.43364, -0.18923)
H (-2.63379, -1.14212, -2.65222)
H (-3.25953, -6.78454, -2.42735)
H (-4.88073, -4.77858, -2.45482)
H (1.82597, -0.25739, 3.14864)
H (-4.46995, -3.17725, -0.99935)
H (-2.64718, 3.19345, 8.38299)
H (2.75391, -2.51930, -2.85759)
H (0.31246, 5.52470, -5.12765)
H (-4.74498, 2.85035, 7.07657)
H (8.16231, -1.86270, -1.00171)
H (-1.47994, 4.08558, -2.10136)
H (-2.16032, 1.25757, 6.39555)
H (-4.17814, 1.68703, 2.37279)
H (6.37992, -1.13002, -3.43395)
H (1.98502, -0.44997, -2.93607)
H (1.82449, -3.19076, -0.90844)
H (-2.51481, 2.86736, 0.47333)
H (4.59077, 2.64485, 0.03753)
H (-4.23557, -4.69398, -4.13064)
H (-2.16054, 3.17705, -5.32816)
H (-3.53785, -0.78554, -1.17391)
H (-2.29641, -6.10692, -3.66336)
H (4.87041, 0.16577, -2.16436)
H (1.28954, 3.17745, -3.25405)
H (-3.37931, 0.61683, 1.22744)
H (-1.35464, 2.03145, 4.97202)
H (5.79424, -3.46989, -1.13823)
H (2.59531, 3.93679, 5.56071)
H (0.27268, 5.45266, -3.28259)
H (0.49069, 4.22443, 3.77543)
H (-4.46534, 4.24866, 6.19207)
H (-0.21768, 4.93947, -0.58961)
H (-2.41753, -5.15448, -0.80368)
H (-0.97116, -5.53789, -1.82796)
H (1.99084, 3.79067, -4.82718)
H (-3.39588, 3.21146, 4.41835)
H (2.80750, -1.83060, 4.48400)
H (-0.98056, 4.12923, -6.26346)
H (1.01782, 2.34541, 2.06559)
H (-4.02973, -4.73231, 0.62087)
H (2.26246, 1.05144, 5.62974)
H (-0.09922, 1.86773, -4.34155)
H (-4.38839, -0.78336, -4.10658)
H (2.16231, 4.08488, 3.30531)
H (5.92372, 1.98452, 3.16173)
H (4.41910, 0.26876, 1.73746)
H (-5.74272, 1.00364, -2.07067)
H (1.34197, -3.30245, -3.38379)
H (-2.72201, 4.77617, 7.58072)
H (1.09830, 2.96914, 5.83965)
H (-5.33678, -1.19929, -2.62698)
H (3.95437, -0.96386, -5.15773)
H (1.54015, -3.08535, 3.88816)
H (-0.04776, 2.03778, 3.33992)
H (1.72211, -3.03770, -5.77380)
H (-4.00364, 2.53716, -1.92003)
H (-1.35379, -3.50868, -3.16872)
H (2.49057, 0.72427, 0.14676)
H (5.90067, 0.29000, -0.84786)
H (0.33918, -3.59322, 0.45615)
H (3.00031, -1.22770, -6.63600)
H (0.62374, 2.21608, -5.89376)
H (1.01668, -1.61920, 4.91113)
H (2.62867, -2.05790, 0.30649)
H (-4.00658, 1.66295, 5.09911)
H (3.22004, 2.78281, 1.03399)
H (0.43369, -0.99731, -3.64116)
H (-5.59154, -4.42316, 1.26141)
H (-1.58332, 1.06505, -1.53459)
H (3.63074, 1.81217, 4.67462)
H (-1.54228, 4.83136, 0.59537)


No. 2
Below is a cluster of 2 separate species, C6H14O2 in total, with properties calculated with wB97M-V/def2-TZVPD.

Relative energy (zero: lowest compared OMol25 entry of this formula, charge and spin): 1.3645 eV
HOMO: -9.37 eV
SMILES string: C=C(C)CCCO.O
Kohn-Sham gap: 10.14 eV
Charge: 0

CARTESIAN COORDINATES (ANGSTROEM)
O (0.35631, -0.64564, -1.93593)
O (2.73769, -2.10467, -1.15043)
C (0.32710, 0.70538, -1.41664)
C (-1.92038, -1.11492, 0.68383)
C (-1.22886, -0.03587, 1.03697)
C (0.28124, -0.05494, 1.04131)
C (0.91698, 0.81063, -0.03913)
C (-1.89680, 1.29388, 1.22267)
H (-1.77366, 1.65821, 2.24560)
H (2.57004, -1.40936, -1.79781)
H (0.89909, 1.27184, -2.15216)
H (-2.97150, -1.06519, 0.42509)
H (0.92724, 1.86087, 0.28588)
H (0.61276, -1.09023, 0.89495)
H (-0.72281, 1.00486, -1.46166)
H (-1.47937, -2.10037, 0.58665)
H (-2.96181, 1.24648, 0.99914)
H (2.00369, 0.65736, -0.06184)
H (3.61970, -1.88801, -0.82551)
H (0.66789, 0.21950, 2.02892)
H (0.44735, -1.27576, -1.21280)
H (-1.41190, 2.05598, 0.60289)


No. 3
Below is a cluster of 2 separate species, C6H17PSi in total, with properties calculated with wB97M-V/def2-TZVPD.

Relative energy (zero: lowest compared OMol25 entry of this formula, charge and spin): 3.6305 eV
HOMO (spin up / spin down): -8.91 / -8.40 eV
Kohn-Sham gap (spin up / spin down): 8.23 / 7.79 eV
Charge: 0

CARTESIAN COORDINATES (ANGSTROEM)
P (-0.85710, 1.82218, -0.27104)
Si (-2.11162, 0.25038, 0.92820)
C (2.68327, -1.72692, -2.33292)
C (-1.23897, -0.87936, 2.13180)
C (-3.48134, 1.34137, 1.93264)
C (2.32493, -0.36632, -1.95567)
C (0.88303, -0.07929, -1.39170)
C (0.89722, 1.16473, -0.35506)
H (-0.34982, 2.84747, 1.94475)
H (2.45747, 0.33795, -2.75160)
H (3.05232, -0.05451, -1.14273)
H (-4.28512, 0.69507, 2.30602)
H (0.03471, 0.17463, -2.15033)
H (-1.83121, -1.43564, 2.88231)
H (0.59971, -0.97215, -0.93593)
H (2.64943, -2.49337, -1.43215)
H (-0.40352, -0.51421, 2.68671)
H (3.75526, -1.86733, -2.66959)
H (2.09581, -2.17146, -3.07693)
H (-0.84414, -1.69010, 1.59786)
H (-2.78514, 1.56218, 2.78433)
H (-2.25849, -0.74969, -0.17508)
H (1.70733, 1.97700, -0.50787)
H (-3.91098, 2.11158, 1.36433)
H (1.21695, 0.71581, 0.58965)


No. 4
Below is a cluster of 2 separate species, C6H9N2P2 in total, with properties calculated with wB97M-V/def2-TZVPD.

Relative energy (zero: lowest compared OMol25 entry of this formula, charge and spin): 4.8335 eV
HOMO (spin up / spin down): -11.16 / -11.45 eV
Kohn-Sham gap (spin up / spin down): 6.18 / 6.51 eV
Charge: +1

CARTESIAN COORDINATES (ANGSTROEM)
P (1.39724, 2.77815, 0.43845)
P (-1.71887, 3.25837, 0.18527)
N (0.47093, -2.24514, 0.10851)
N (-0.98277, -0.35424, -0.85406)
C (-1.35261, -1.38127, -0.06836)
C (0.66466, 4.26816, 0.74295)
C (-0.32779, 1.96997, 0.02114)
C (-0.48592, 0.75605, -0.44176)
C (-0.64938, 4.59166, 0.41938)
C (1.56443, -1.40082, -0.04439)
H (2.16543, -1.31737, -0.87559)
H (-1.17048, 5.50442, 0.41797)
H (-1.67810, -1.19615, 0.86742)
H (1.40288, 5.11371, 1.12887)
H (1.56288, -0.51947, 0.61264)
H (0.33233, -2.59383, 1.07454)
H (0.35457, -3.10005, -0.39467)
H (-1.92389, -2.12817, -0.39117)
H (-0.83402, -0.58613, -1.81790)


No. 5
Below is the molecule C4H11N2, with properties calculated with wB97M-V/def2-TZVPD.

Relative energy (zero: lowest compared OMol25 entry of this formula, charge and spin): 4.1872 eV
HOMO (spin up / spin down): -3.42 / -6.14 eV
Multiplicity: 2
Kohn-Sham gap (spin up / spin down): 3.91 / 6.35 eV
Charge: 0

CARTESIAN COORDINATES (ANGSTROEM)
N (-1.55106, -0.68599, 0.89048)
N (0.41613, -0.70516, -2.21564)
C (0.48067, 0.90442, -0.47265)
C (-0.45967, -0.07507, 1.73736)
C (1.01926, -0.15160, -1.10045)
C (0.42210, 1.02597, 1.00464)
H (0.36245, 1.85852, -0.92876)
H (0.12489, -0.89549, 1.94286)
H (1.33784, 0.72678, 1.39718)
H (-0.88534, 0.14173, 2.73060)
H (1.95267, -0.62640, -0.73608)
H (-1.29739, -0.48665, -0.11135)
H (0.05162, 0.08802, -2.97154)
H (-2.45298, -0.34846, 1.34742)
H (0.30472, 2.06737, 1.33484)
H (1.19809, -1.32827, -2.71125)
H (-1.52626, -1.68144, 0.96879)


no.,total energy (Ha)
1,-5097.8728
2,-387.4574
3,-869.4793
4,-1025.7436
5,-268.2917